{"formula": "C19H37InNO3SSi", "method": "wB97M-V/def2-TZVPD", "elements": ["C", "C", "C", "C", "C", "In", "N", "C", "C", "H", "H", "H", "H", "H", "H", "H", "H", "H", "H", "C", "C", "C", "C", "O", "Si", "S", "O", "C", "C", "C", "C", "O", "C", "C", "C", "C", "H", "H", "H", "H", "H", "H", "H", "H", "H", "H", "H", "H", "H", "H", "H", "H", "H", "H", "H", "H", "H", "H", "H", "H", "H", "H", "H"], "positions_angstrom": [[-2.588, -1.520, -4.535], [-2.749, -2.623, -3.657], [-1.575, -2.761, -2.868], [-0.655, -1.691, -3.248], [-1.295, -0.967, -4.339], [-1.873, -0.469, -1.673], [-2.751, 1.494, -1.815], [-4.072, 1.071, -1.270], [-4.021, -0.421, -1.000], [-1.305, -3.610, -2.235], [-3.605, -3.304, -3.646], [0.412, -1.664, -3.003], [-0.809, -0.214, -4.951], [-3.304, -1.206, -5.294], [-4.704, -0.964, -1.653], [-4.365, 1.607, -0.349], [-2.912, 1.821, -2.773], [-4.075, -0.706, 0.051], [-4.865, 1.286, -2.020], [2.444, -3.304, -0.229], [1.739, -2.582, 0.921], [0.353, -3.197, 1.075], [2.551, -2.738, 2.207], [1.688, -1.168, 0.600], [0.638, 0.118, 0.698], [-1.328, -0.437, 0.773], [1.030, 1.044, 1.999], [0.545, 1.323, 3.354], [-0.972, 1.471, 3.392], [1.025, 0.212, 4.283], [1.184, 2.641, 3.787], [0.984, 0.921, -0.718], [1.361, 2.281, -1.108], [0.248, 2.833, -2.006], [1.595, 3.165, 0.109], [2.652, 2.197, -1.925], [2.536, -4.373, 0.019], [3.452, -2.903, -0.391], [1.868, -3.220, -1.160], [0.459, -4.261, 1.341], [-0.233, -2.707, 1.861], [-0.207, -3.144, 0.134], [2.641, -3.804, 2.464], [3.562, -2.334, 2.070], [2.072, -2.219, 3.048], [-1.489, 0.508, 3.281], [-1.246, 1.884, 4.376], [-1.329, 2.169, 2.621], [2.124, 0.145, 4.254], [0.727, 0.463, 5.313], [0.579, -0.758, 4.020], [2.279, 2.555, 3.798], [0.874, 3.467, 3.132], [0.853, 2.875, 4.811], [-0.737, 2.787, -1.519], [0.467, 3.878, -2.282], [0.201, 2.242, -2.933], [2.421, 2.783, 0.725], [1.887, 4.177, -0.222], [0.686, 3.282, 0.713], [3.498, 1.877, -1.302], [2.542, 1.499, -2.766], [2.888, 3.193, -2.335]], "forces_ev_per_angstrom": [[1.11, -0.08, -0.06], [0.89, -0.37, 0.17], [-0.31, 0.13, -1.01], [-0.57, -0.12, -0.45], [-0.61, -0.86, 0.44], [-1.27, 0.55, 0.59], [-0.13, 0.73, -0.46], [-0.05, 0.09, -0.50], [0.19, -0.71, -0.42], [-0.28, 0.50, 0.01], [0.30, 0.42, 0.18], [-0.43, 0.05, -0.06], [-0.21, 0.12, 0.28], [0.20, 0.01, 0.35], [-0.18, -0.24, 0.29], [0.37, 0.10, -0.22], [0.25, -0.02, 0.34], [-0.30, -0.13, -0.12], [0.25, 0.00, 0.35], [0.16, -0.05, -0.04], [-0.18, 0.72, -0.14], [-0.16, -0.33, 0.24], [0.09, -0.13, 0.09], [0.12, -0.57, 0.06], [0.35, -0.26, -0.22], [-0.01, -0.12, 0.12], [0.09, 0.33, 0.97], [0.29, -0.26, -1.08], [-0.27, -0.01, 0.35], [-0.03, 0.01, 0.21], [0.08, 0.13, 0.11], [0.38, 0.73, 0.22], [-0.24, -0.57, -0.03], [-0.07, 0.07, 0.12], [0.13, 0.58, 0.06], [0.18, -0.02, 0.00], [-0.01, 0.25, -0.08], [-0.20, 0.01, 0.01], [0.12, 0.08, 0.22], [0.07, 0.22, -0.07], [0.14, -0.10, -0.27], [0.06, 0.11, 0.27], [-0.02, 0.23, -0.03], [-0.24, -0.01, 0.03], [0.09, -0.09, -0.26], [0.18, 0.36, -0.12], [0.04, -0.08, -0.19], [0.13, -0.30, 0.13], [-0.35, -0.08, -0.07], [0.06, -0.15, -0.21], [0.14, 0.28, -0.01], [-0.25, 0.08, -0.15], [0.16, -0.27, 0.13], [0.10, -0.03, -0.26], [0.26, -0.08, -0.14], [-0.01, -0.30, 0.09], [-0.07, 0.10, 0.24], [-0.41, 0.00, -0.07], [-0.09, -0.30, -0.07], [0.26, -0.20, -0.11], [-0.19, -0.02, -0.12], [-0.02, 0.11, 0.25], [-0.06, -0.27, 0.11]], "mulliken_charge": [-0.39, -0.60, -0.60, -0.27, -0.79, 0.58, -0.41, -0.38, -0.87, 0.43, 0.40, 0.62, 0.40, 0.38, 0.34, 0.12, 0.13, 0.26, 0.23, -1.68, 1.94, -1.49, -1.55, -0.52, 0.26, -0.68, -0.15, 1.81, -1.76, -1.63, -1.69, 0.15, 1.94, -1.52, -1.57, -1.89, 0.40, 0.36, 0.24, 0.49, 0.27, 0.18, 0.43, 0.32, 0.17, 0.38, 0.49, 0.32, 0.33, 0.47, 0.24, 0.36, 0.36, 0.45, 0.36, 0.40, 0.28, 0.36, 0.50, 0.19, 0.41, 0.30, 0.37], "homo_energy_ev": -3.488, "gap_ev": 6.21, "mol_weight_da": 502.480, "max_force_ev_per_a": 1.5, "charge": -1}